#1
A single C4H8O2Se molecule, computed with wB97M-V/def2-TZVPD.

Results
Total charge: 0
Gap between HOMO and LUMO (alpha / beta), Ha: 0.2849 / 0.2813

Cartesian coordinates (Å):
C1 -1.208 0.475 0.429
C2 -1.292 -0.596 -0.605
C3 0.149 0.677 1.040
C4 1.338 0.315 -1.252
O1 0.658 -0.481 1.539
O2 2.195 -0.603 -0.656
Se1 -0.118 -0.182 -2.190
H1 -1.618 1.312 0.062
H2 -1.813 0.013 1.191
H3 -1.092 -1.519 -0.058
H4 -2.240 -0.641 -1.076
H5 0.363 1.726 1.408
H6 1.594 1.261 -1.486
H7 1.412 -0.354 2.150
H8 1.672 -1.403 -0.495

Atomic partial charges in e from the Löwdin method, atoms 1 to 8: C -0.286; C -0.441; C -0.188; C -0.597; O -0.024; O -0.099; Se 0.995; H 0.070

=====

#2
A 2-piece molecular cluster, C4H8O2Se overall, computed with wB97M-V/def2-TZVPD.

Results
SMILES: C1C[C@H]2O[C@H]2[Se]1.O
Total charge: 0
Gap between HOMO and LUMO, Ha: 0.3106

Cartesian coordinates (Å):
C1 1.222 -0.342 1.130
C2 1.182 1.024 0.511
C3 0.492 0.962 -0.865
O1 0.696 -0.170 -1.638
C4 -0.528 -0.040 -0.960
Se1 -0.450 -1.325 0.552
H1 2.176 -0.790 0.961
H2 1.405 -0.234 2.292
H3 0.571 1.790 1.140
H4 2.184 1.506 0.346
H5 0.371 1.925 -1.324
H6 -1.341 -0.221 -1.703
O2 -3.053 -0.358 -0.398
H7 -4.012 -0.660 -0.320
H8 -3.165 0.600 -0.226

Atomic partial charges in e from the Löwdin method, atoms 1 to 8: C -0.464; C -0.238; C -0.356; O -0.066; C -0.513; Se 0.987; H 0.045; H 0.105

=====

Which one sits at the bottom of the stability order? #1 does.

=====

#1
C2H2FI3O as an isolated structure, computed with wB97M-V/def2-TZVPD.

Results
Total charge: 0
Gap between HOMO and LUMO (alpha / beta), Ha: 0.3196 / 0.2121

Cartesian coordinates (Å):
C1 1.734 0.508 0.075
C2 1.582 -0.831 -0.383
O1 -0.925 -0.039 -0.320
F1 1.712 -1.202 -1.683
I1 3.796 0.922 0.284
I2 0.702 1.931 -1.215
I3 1.307 -2.451 0.825
H1 1.140 0.785 1.033
H2 -1.657 0.010 -1.052

Atomic partial charges in e from the Löwdin method, atoms 1 to 8: C -1.284; C -1.103; O -0.325; F -0.079; I 0.801; I 0.940; I 0.960; H 0.050

=====

#2
C2H2FI3O as an isolated structure, computed with wB97M-V/def2-TZVPD.

Results
Total charge: 0
Gap between HOMO and LUMO, Ha: 0.3297

Cartesian coordinates (Å):
C1 -0.736 -0.762 -1.031
C2 0.264 0.279 -0.661
O1 0.153 0.398 0.778
F1 1.499 -0.149 -0.931
I1 -1.243 -0.816 -3.100
I2 -0.074 -2.548 -0.103
I3 -0.114 2.246 -1.525
H1 -1.685 -0.674 -0.418
H2 1.012 0.868 1.218

Atomic partial charges in e from the Löwdin method, atoms 1 to 8: C -1.250; C -1.194; O -0.199; F -0.061; I 0.772; I 0.885; I 0.824; H 0.033

=====

Which one sits at the bottom of the stability order? #1 does.

=====

#1
A 2-piece molecular cluster, C2H2FI3O overall, computed with wB97M-V/def2-TZVPD.

Results
SMILES: F/C(I)=C\I.OI
Total charge: 0
Gap between HOMO and LUMO, Ha: 0.3020

Cartesian coordinates (Å):
F1 0.269 -0.538 -0.915
C1 1.099 -0.967 0.086
I1 0.665 -3.053 0.350
C2 1.989 -0.201 0.614
I2 2.023 1.860 0.132
H1 2.687 -0.573 1.363
O1 -0.944 1.559 1.341
I3 -2.465 1.990 0.061
H2 -1.145 0.610 1.648

Atomic partial charges in e from the Löwdin method, atoms 1 to 8: F -0.138; C -0.921; I 0.827; C -0.632; I 0.874; H 0.046; O -0.839; I 0.773

=====

#2
C2H2FI3O as an isolated structure, computed with wB97M-V/def2-TZVPD.

Results
Total charge: 0
Gap between HOMO and LUMO, Ha: 0.3336

Cartesian coordinates (Å):
C1 1.135 0.536 -1.098
C2 0.425 0.560 0.249
O1 -0.394 -0.134 0.736
F1 -0.148 -2.613 0.932
I1 2.554 -1.076 -0.822
I2 -0.292 0.501 -2.714
I3 1.157 2.288 1.372
H1 1.804 1.281 -1.136
H2 -0.646 -2.117 1.517

Atomic partial charges in e from the Löwdin method, atoms 1 to 8: C -1.222; C -1.040; O -0.038; F -0.091; I 0.845; I 0.816; I 0.788; H -0.114

=====

Which one sits at the bottom of the stability order? #1 does.

=====

#1
A single C5H11Br2P molecule, computed with wB97M-V/def2-TZVPD.

Results
SMILES: CCCCC(P)(Br)Br
Total charge: 0
Gap between HOMO and LUMO, Ha: 0.3560

Cartesian coordinates (Å):
C1 -2.985 -0.663 0.391
C2 -1.710 0.106 0.733
C3 -0.495 -0.495 0.168
C4 0.654 0.492 0.164
C5 1.981 -0.065 -0.259
P1 3.359 1.305 -0.205
Br1 1.959 -1.005 -2.006
Br2 2.688 -1.470 1.136
H1 -3.092 -1.716 0.808
H2 -2.827 -0.742 -0.641
H3 -3.864 -0.090 0.505
H4 -1.830 0.968 0.050
H5 -1.505 0.504 1.671
H6 -0.711 -0.509 -0.872
H7 -0.381 -1.534 0.468
H8 0.929 1.189 0.982
H9 0.305 1.092 -0.640
H10 4.304 0.608 -1.088
H11 3.221 2.026 -1.367

Atomic partial charges in e from the Löwdin method, atoms 1 to 8: C -0.084; C -0.278; C -0.295; C -0.396; C -1.335; P 0.737; Br 0.577; Br 0.473

=====

#2
A 2-piece molecular cluster, C5H11Br2P overall, computed with wB97M-V/def2-TZVPD.

Results
SMILES: [H]/P=C(/Br)CCCC.Br
Total charge: 0
Gap between HOMO and LUMO, Ha: 0.3236

Cartesian coordinates (Å):
H1 -0.981 1.663 -3.010
P1 -1.243 0.338 -3.281
C1 -1.698 -0.031 -1.708
Br1 -1.679 -1.831 -1.142
C2 -1.683 0.745 -0.353
C3 -0.219 1.066 0.133
C4 0.216 0.034 1.183
C5 1.708 0.195 1.416
H2 -2.178 1.636 -0.466
H3 -2.281 0.110 0.388
H4 0.387 0.970 -0.677
H5 -0.121 1.957 0.643
H6 0.023 -1.014 0.736
H7 -0.417 0.183 2.062
H8 2.072 0.320 0.358
H9 2.265 -0.666 1.820
H10 2.084 1.031 2.032
Br2 1.942 -2.930 -0.653
H11 1.802 -3.773 0.517

Atomic partial charges in e from the Löwdin method, atoms 1 to 8: H -0.156; P 0.797; C -1.077; Br 0.659; C -0.312; C -0.208; C -0.300; C -0.144

=====

Which one sits at the bottom of the stability order? #2 does.

=====

#1
A 2-piece molecular cluster, C4H7O2P overall, computed with wB97M-V/def2-TZVPD.

Results
SMILES: CC(=O)O.CC#P
Total charge: 0
Gap between HOMO and LUMO, Ha: 0.3541

Cartesian coordinates (Å):
C1 -2.328 0.575 -0.907
C2 -1.243 0.571 0.080
O1 -0.360 -0.240 0.142
O2 -1.401 1.545 0.949
H1 -2.429 -0.380 -1.405
H2 -1.995 1.302 -1.633
H3 -3.237 0.943 -0.511
H4 -0.588 1.905 1.409
C3 2.168 -1.565 0.363
C4 2.391 -0.137 0.214
P1 2.716 1.376 -0.039
H5 3.098 -1.918 0.994
H6 1.970 -2.059 -0.549
H7 1.238 -1.918 0.894

Atomic partial charges in e from the Löwdin method, atoms 1 to 8: C 0.016; C -0.618; O 0.057; O 0.096; H 0.094; H 0.097; H 0.077; H 0.156

=====

#2
A single C4H7O2P molecule, computed with wB97M-V/def2-TZVPD.

Results
SMILES: C#CCO[P@H](=C)O
Total charge: 0
Gap between HOMO and LUMO, Ha: 0.3516

Cartesian coordinates (Å):
C1 -1.771 2.545 0.282
C2 -0.900 1.895 0.780
C3 0.119 1.018 1.327
O1 -0.342 -0.312 1.464
P1 -0.190 -1.423 0.107
C4 1.053 -0.890 -0.921
O2 -1.570 -1.411 -0.677
H1 -2.525 3.175 -0.085
H2 0.391 1.351 2.336
H3 1.005 1.050 0.680
H4 -0.557 -2.465 0.960
H5 2.026 -0.904 -0.444
H6 1.055 -1.474 -1.836
H7 -1.533 -0.865 -1.468

Atomic partial charges in e from the Löwdin method, atoms 1 to 8: C 0.122; C -0.110; C -0.307; O -0.301; P 0.714; C -0.246; O -0.206; H 0.017

=====

Which one sits at the bottom of the stability order? #2 does.

=====

#1
A single C4H4N2 molecule, computed with wB97M-V/def2-TZVPD.

Results
SMILES: c1ccnnc1
Total charge: 0
Gap between HOMO and LUMO, Ha: 0.3227

Cartesian coordinates (Å):
C1 -1.146 0.153 -0.029
C2 -0.108 1.083 -0.054
C3 1.267 0.682 -0.107
N1 1.579 -0.723 -0.120
N2 0.618 -1.516 0.088
C4 -0.725 -1.214 -0.219
H1 -2.079 0.409 -0.132
H2 -0.340 2.172 0.249
H3 2.257 1.056 0.086
H4 -1.322 -2.102 0.239

Atomic partial charges in e from the Löwdin method, atoms 1 to 8: C -0.060; C -0.084; C -0.061; N -0.026; N -0.063; C -0.078; H 0.037; H 0.125

=====

#2
C4H4N2 as an isolated structure, computed with wB97M-V/def2-TZVPD.

Results
Total charge: 0
Gap between HOMO and LUMO (alpha / beta), Ha: 0.2765 / 0.2765

Cartesian coordinates (Å):
C1 0.336 -0.113 1.119
C2 0.937 -0.539 -0.132
N1 0.108 -0.687 -1.171
C3 -1.064 -0.075 -1.121
N2 -1.359 0.951 -0.266
C4 -0.785 0.833 0.933
H1 0.810 -0.232 2.101
H2 1.966 -0.892 -0.223
H3 -1.827 -0.346 -1.851
H4 0.877 1.099 0.612

Atomic partial charges in e from the Löwdin method, atoms 1 to 8: C -0.139; C -0.165; N 0.074; C -0.206; N -0.014; C -0.150; H 0.106; H 0.115

=====

#3
C4H4N2 as an isolated structure, computed with wB97M-V/def2-TZVPD.

Results
Total charge: 0
Gap between HOMO and LUMO, Ha: 0.3357

Cartesian coordinates (Å):
C1 -1.296 -0.024 -0.035
C2 -0.439 1.061 -0.128
N1 0.904 1.068 0.055
C3 1.442 -0.120 0.026
N2 0.792 -1.313 -0.100
C4 -0.522 -1.291 0.004
H1 -1.558 1.081 0.653
H2 -0.881 2.000 -0.440
H3 2.530 -0.153 0.048
H4 -0.969 -2.293 -0.083

Atomic partial charges in e from the Löwdin method, atoms 1 to 8: C -0.029; C -0.295; N 0.087; C -0.204; N 0.067; C -0.131; H 0.191; H 0.105

=====

Which one sits at the bottom of the stability order? #2 does.